*w*
18
Properties=species:S:1:pos:R:3 method="wB97M-V/def2-TZVPD" total_charge=+1 gap_ev=11.448 smiles=CC[NH2+]CCO
C -0.8596 -1.7702 0.8975
C -0.6342 -1.2250 -0.4973
N 0.7484 -0.6068 -0.6404
C 0.7915 0.8968 -0.7551
C 0.3211 1.6024 0.5168
O 0.2122 2.9708 0.2278
H -0.7163 -1.0134 1.6694
H -1.8823 -2.1359 0.9756
H -0.1977 -2.6121 1.1049
H -1.3426 -0.4462 -0.7725
H -0.6957 -2.0207 -1.2363
H 1.3202 -0.9007 0.1548
H 1.2045 -0.9917 -1.4668
H 0.1613 1.1730 -1.5991
H 1.8215 1.1606 -0.9894
H -0.6141 1.1741 0.8866
H 1.0710 1.4861 1.3045
H -0.7092 3.2588 0.2188

=====

*x*
18
Properties=species:S:1:pos:R:3 method="wB97M-V/def2-TZVPD" total_charge=+1 gap_ev=10.312
C 0.7297 2.0561 -0.9188
C -0.4507 1.1414 -1.2130
C -0.3748 -0.3394 -0.7020
C 1.3858 -1.1657 0.7396
N 0.9848 -0.7587 -0.3980
H 1.3777 1.7630 -0.0799
H 0.3322 2.9617 -0.4579
H 1.3096 2.2636 -1.8175
H -0.6322 1.1156 -2.2887
H -1.3514 1.5339 -0.7468
H -0.8057 -1.0285 -1.4274
H -1.0431 -0.3735 0.1595
H 0.6174 -1.1405 1.5143
H 2.3230 -1.6933 0.8622
H 1.6536 -0.6500 -1.1598
H -1.6901 -2.6008 2.6217
H -2.5985 -1.4348 2.8729
O -1.7672 -1.6501 2.4394

=====

*y*
18
Properties=species:S:1:pos:R:3 method="wB97M-V/def2-TZVPD" total_charge=+1 gap_ev=10.499
C -0.4203 -1.6721 -2.0272
C -0.0136 -1.4436 -0.5703
C -0.0717 0.0358 -0.1066
C -0.6368 1.0204 2.0619
N -0.0306 0.1171 1.3963
H -0.1096 -2.6679 -2.3532
H 0.1035 -0.9363 -2.6403
H -1.4995 -1.6862 -2.1426
H 0.9612 -1.9067 -0.3845
H -0.5961 -2.0419 0.1525
H -1.0824 0.2863 -0.4236
H 0.8431 0.5961 -0.3078
H -1.0908 1.8756 1.5856
H -0.9883 0.7330 3.0488
H 0.1830 -0.7351 1.9056
H 2.2473 2.9195 0.2311
H 0.7804 2.8472 -0.0580
O 1.4211 2.6589 0.6323

=====

*z*
18
Properties=species:S:1:pos:R:3 method="wB97M-V/def2-TZVPD" total_charge=+1 gap_ev=11.494 smiles=C[NH2+][C@H](C)CO
O -0.9158 -1.0832 -2.0134
C -0.1297 -1.2136 -0.8513
C 0.0143 0.1979 -0.2039
N 0.6524 -0.0426 1.2173
C 1.4517 1.1067 1.6709
C -1.1842 1.0369 0.0662
H -0.3980 -1.2557 -2.7671
H -0.6733 -1.9740 -0.2754
H 0.8725 -1.7137 -1.0526
H 0.9088 0.5241 -0.7830
H 1.2566 -0.8253 1.1662
H -0.2231 -0.1355 1.7253
H 2.0480 0.6742 2.4911
H 2.0399 1.3626 0.7850
H 0.7909 1.9175 1.9405
H -1.8404 1.2262 -0.8547
H -1.0265 1.9609 0.3567
H -1.9078 0.4354 0.7625

=====

Quick one: least stable of them? *z*

=====

*w*
18
Properties=species:S:1:pos:R:3 method="wB97M-V/def2-TZVPD" total_charge=+1 gap_ev=12.302 smiles=CC[NH2+]CCO
O 0.5685 1.1792 1.8385
C 1.5264 1.0289 0.7914
C 0.9263 0.0160 -0.1719
N -0.5274 0.3841 -0.4095
C -1.4932 -0.8130 -0.4968
C -1.0281 -1.8616 -1.4709
H 0.7208 1.9614 2.3811
H 1.7318 1.9854 0.3136
H 2.4557 0.6263 1.1739
H 1.4451 0.0161 -1.1315
H 0.8857 -0.9488 0.3195
H -0.6766 0.9449 -1.2408
H -0.7342 0.8941 0.4694
H -1.5499 -1.1646 0.5285
H -2.4333 -0.3417 -0.7361
H -1.5883 -2.7683 -1.2405
H -1.3394 -1.6126 -2.4744
H 0.0302 -2.1137 -1.3767

=====

*x*
18
Properties=species:S:1:pos:R:3 method="wB97M-V/def2-TZVPD" total_charge=+1 gap_ev=6.028
C 0.8268 -0.5973 -1.6981
C -0.1534 -1.2489 -0.8184
C -0.0858 -1.0066 0.5562
C -0.2812 -1.9575 1.5041
N 0.7796 2.3256 0.9008
H 0.5156 -0.6549 -2.7357
H 1.7507 -1.1744 -1.5319
H -0.3865 -2.2962 -1.0501
H 1.0314 0.4118 -1.3438
H 0.5502 -0.1616 0.8255
H -0.0409 -1.6845 2.5270
H -0.6768 -2.9189 1.2005
H 1.1693 2.7822 0.0895
H -0.2172 2.4768 0.8528
H 1.1561 2.7473 1.7382
H -2.7411 1.2633 -0.3480
H -1.4163 0.4129 -0.2404
O -1.7803 1.2810 -0.4282

=====

Quick one: least stable of them? *x*

=====

*w*
38
Properties=species:S:1:pos:R:3 method="wB97M-V/def2-TZVPD" gap_ev=8.256
C -2.4746 -2.7845 0.1083
O -1.4926 -1.8271 0.1901
H -2.3608 -3.4940 -0.7113
H -2.3713 -3.2869 1.0701
H -3.4820 -2.3686 0.1282
H -0.7282 -2.2365 0.6019
C 2.9636 -1.1597 0.9178
O 2.3154 0.0923 1.1855
H 3.2002 -1.3916 -0.1206
H 4.0130 -1.0925 1.2045
H 2.3598 -1.8949 1.4498
H 1.3723 0.1469 1.0149
C -0.3603 0.0992 -0.6652
O 0.4291 0.7127 0.3358
H -1.4083 0.3919 -0.6008
H 0.0641 0.3157 -1.6455
H -0.2489 -0.9597 -0.4318
H 0.2583 1.6524 0.2387
N -2.3340 -0.5931 -2.5047
C -1.9526 -1.9121 -2.5880
C -2.7757 -2.5712 -3.4799
C -3.8424 -1.6876 -3.7476
C -3.3834 -0.4337 -3.4027
H -1.7523 0.0941 -2.0470
H -1.0487 -2.2184 -2.0825
H -2.6346 -3.6098 -3.7402
H -4.7375 -1.9435 -4.2950
H -3.8661 0.5256 -3.5172
N 3.1850 2.6588 1.9768
C 3.7545 3.3264 3.0410
C 2.7307 3.9885 3.6648
C 1.5462 3.8979 2.9103
C 1.7920 2.9882 1.8562
H 3.6766 1.9367 1.4699
H 4.7889 3.2142 3.3303
H 2.9970 4.5032 4.5761
H 0.6143 4.3097 3.2686
H 1.1934 2.6110 1.0403

=====

*x*
38
Properties=species:S:1:pos:R:3 method="wB97M-V/def2-TZVPD" gap_ev=10.096
C -2.0039 -0.5297 -0.6250
C -0.7123 -0.2994 0.2307
C -2.9623 0.5465 -0.1267
C -2.2501 1.8446 -0.5244
C -3.4728 0.2820 1.2932
C 1.2646 0.9604 0.0299
C 1.3357 2.4515 0.0672
C 2.4377 0.1472 -0.8042
C 2.8885 -1.2302 -0.3989
C 1.6273 -2.2474 -0.7155
C 3.2747 -1.3845 1.3357
H -2.2842 -2.6773 -0.8381
H -1.9899 -2.2860 0.6245
H -1.9074 -0.3798 -1.8427
H -3.8696 0.3133 -0.6282
H -1.1987 2.0172 0.0061
H -2.8830 2.8993 -0.4999
H -1.8296 1.7473 -1.5552
H -3.9733 -0.7270 1.0322
H -4.5707 0.7213 1.5206
H -2.8940 0.5863 2.2097
H 0.0386 0.8972 -1.2550
H 1.4408 0.7852 1.1960
H 3.4629 0.8015 -1.1178
H 1.6674 0.3398 -1.8827
H 3.8908 -1.5120 -0.9502
H 0.4850 -1.6288 -0.4679
H 1.8068 -3.3953 -0.2345
H 1.6777 -2.4934 -1.8266
H 3.7352 -2.3313 1.5419
H 4.0172 -0.6421 1.6485
H 2.3392 -1.1160 1.6973
H 1.8252 3.9410 0.8176
N -2.6079 -1.9802 -0.1425
N 0.1578 0.4378 -0.3542
O -0.4549 -0.9601 1.1734
O 0.3760 3.0547 -0.5330
O 2.1155 3.0465 0.8983

=====

Quick one: least stable of them? *x*

=====

*w*
18
Properties=species:S:1:pos:R:3 method="wB97M-V/def2-TZVPD" gap_ev=8.526 smiles=CCSCC.O
S -1.0200 1.3090 -1.1235
C -1.2009 0.2559 1.4185
C 1.0536 -0.5784 -1.4068
C -1.8016 0.1339 -0.0114
C 0.6812 0.8611 -1.2707
H -1.8420 -0.3845 2.0474
H -1.1311 1.2520 1.8871
H -0.1913 -0.1865 1.3803
H 0.6613 -1.1885 -2.2378
H 0.8425 -1.0994 -0.4578
H 2.1467 -0.4875 -1.5227
H -1.5706 -0.9180 -0.2677
H -2.8983 0.2652 -0.0851
H 1.2170 1.4907 -2.0068
H 1.0738 1.1098 -0.2660
O 1.3266 -0.2388 1.1596
H 0.7181 -0.6186 1.8331
H 1.9350 -0.9774 0.9304

=====

*x*
18
Properties=species:S:1:pos:R:3 method="wB97M-V/def2-TZVPD" gap_ev=8.923 smiles=CCCSC.O
C -0.9811 1.8067 1.0749
C -1.0646 0.3751 1.5881
C -0.7783 -0.6336 0.4832
S -1.9352 -0.4899 -0.9638
C -0.7481 -0.9213 -2.2827
H -0.0860 2.0867 0.5097
H -1.0315 2.4635 1.9486
H -1.7650 2.1463 0.3957
H -0.3653 0.2343 2.4091
H -2.0755 0.2515 1.9766
H 0.2541 -0.5725 0.1453
H -0.9606 -1.6758 0.7295
H 0.0244 -0.1654 -2.3611
H -1.3557 -0.9593 -3.1840
H -0.3309 -1.9030 -2.0676
H 4.1246 -0.9979 -0.7829
H 4.2790 -0.2716 0.4994
O 4.7955 -0.7737 -0.1179

=====

*y*
18
Properties=species:S:1:pos:R:3 method="wB97M-V/def2-TZVPD" gap_ev=9.457 smiles=CCCSC.O
C 0.7037 -2.2874 -1.2729
C 0.9367 -0.8459 -1.7615
C -0.0349 0.0956 -1.0190
S 0.7820 0.7106 0.4719
C -0.2429 2.1413 0.9474
H -0.2797 -2.6806 -1.5224
H 1.4716 -2.9730 -1.6475
H 0.8184 -2.3895 -0.1899
H 0.8522 -0.8341 -2.8433
H 1.9330 -0.5551 -1.4427
H -0.9671 -0.3803 -0.7243
H -0.3249 0.9147 -1.6834
H -0.9277 1.7867 1.7050
H 0.4222 2.9239 1.2973
H -0.7553 2.4733 0.0483
H -1.3760 -0.4430 1.7284
H -2.5298 -0.3113 2.6713
O -2.3335 -0.4861 1.7734

=====

*z*
18
Properties=species:S:1:pos:R:3 method="wB97M-V/def2-TZVPD" gap_ev=9.275 smiles=CCSC.CO
C -2.9195 1.2784 -0.1510
O -3.3029 0.9906 1.1737
H -3.6870 0.1263 1.3062
H -2.2666 0.5794 -0.6657
H -3.8119 1.3902 -0.7815
H -2.4279 2.2255 -0.1063
C 0.4492 -0.0275 -0.3733
C -0.0690 -0.0500 -1.8198
C 2.6400 -0.4770 1.3955
S 1.9413 -1.0136 -0.1621
H 0.4472 1.0160 -0.1011
H -0.2959 -0.5118 0.2602
H -1.1368 -0.2135 -1.8178
H 0.3469 -0.8878 -2.3899
H 2.5203 -1.2021 2.1784
H 3.6599 -0.2159 1.2331
H 2.1823 0.4330 1.7926
H 0.1923 0.8472 -2.3790

=====

Quick one: least stable of them? *w*

=====

*w*
21
Properties=species:S:1:pos:R:3 method="wB97M-V/def2-TZVPD" total_charge=+1 gap_ev=11.785
C 0.4156 0.3529 0.0802
C -0.3423 1.6698 -0.0026
C -0.2638 2.3433 -1.3537
O -1.7065 1.3977 0.3286
N -0.2544 -0.5471 1.0599
H 0.3252 -0.1267 -0.8929
H 1.4526 0.5071 0.2895
H -0.0588 2.3549 0.7666
H -0.5117 3.3953 -1.2529
H -1.0347 1.9240 -2.0124
H 0.6607 2.0867 -1.8796
H -2.3636 1.3333 -0.3682
H -0.9089 -0.0016 1.6296
H 0.3658 -1.1367 1.6478
H -0.8322 -1.2215 0.5623
H 0.8609 -3.5199 2.3883
H 0.4865 -2.6516 3.5867
O 0.4177 -2.6907 2.6176
H 1.5358 -0.5922 -2.8309
H 2.1834 -1.8677 -2.8158
O 1.2845 -1.5203 -2.7053

=====

*x*
21
Properties=species:S:1:pos:R:3 method="wB97M-V/def2-TZVPD" total_charge=+1 gap_ev=10.599
C -0.6936 -3.0520 -1.0071
C -0.7568 -1.8264 -0.2666
C -0.5766 -0.6544 -0.8304
N -0.2910 0.5955 -0.1556
H -1.6086 -3.6438 -0.7523
H -0.5161 -3.0525 -2.0548
H 0.1525 -3.6773 -0.6636
H -1.1346 -2.0044 0.7513
H -0.3282 -0.3687 -1.8329
H 0.7477 0.8293 0.1714
H -0.5017 1.3798 -0.7557
H -0.9780 0.8147 0.6422
H 3.1812 0.9310 1.0181
H 2.9543 0.8025 -0.4374
O 2.5805 0.4392 0.3446
H 0.1254 0.2541 3.0716
H -1.2580 -0.0126 3.7584
O -0.7842 0.4049 2.9327
H 0.1807 2.9611 -2.4350
H -0.8002 3.4897 -1.2909
O -0.0485 2.9466 -1.4618

=====

Quick one: least stable of them? *x*

=====

*w*
21
Properties=species:S:1:pos:R:3 method="wB97M-V/def2-TZVPD" total_charge=+1 gap_ev=11.681
C -1.5156 -0.6109 -0.3444
O -1.2376 0.4526 -1.2365
C -0.3303 -0.7662 0.6139
C -0.4402 -2.1587 1.3055
N 0.9420 -0.7280 -0.1604
H -2.4082 -0.4272 0.2584
H -1.6268 -1.5258 -0.9295
H -1.3531 1.2817 -0.7580
H -0.3263 0.0641 1.3026
H -1.2956 -2.7063 0.9237
H -0.5105 -2.0660 2.3974
H 0.4826 -2.7458 1.2428
H 1.2774 -1.5890 -0.6017
H 0.7027 -0.1508 -0.9855
H 1.7643 -0.3816 0.3272
H 2.5561 1.2199 -1.9269
H 2.6593 2.3224 -1.0042
O 2.6077 1.3731 -0.9809
H -1.3260 3.1596 0.5076
H -0.1464 3.2676 -0.3411
O -0.4757 2.7154 0.3901

=====

*x*
21
Properties=species:S:1:pos:R:3 method="wB97M-V/def2-TZVPD" total_charge=+1 gap_ev=11.158
C -0.0056 -0.9933 0.9179
C 0.6552 -0.2830 -0.2078
C 1.1985 -0.8096 -1.2930
N 0.6934 1.1967 -0.1151
H 0.2243 -0.4954 1.8723
H -1.0830 -0.9252 0.7929
H 0.3320 -2.0094 1.0944
H 1.4939 -0.2049 -2.1441
H 1.3536 -1.8628 -1.4140
H -0.1481 1.5800 -0.5609
H 1.4853 1.5283 -0.6491
H 0.6167 1.6388 0.8209
H 2.2564 1.3688 2.2982
H 1.8732 2.6666 2.8976
O 1.9020 2.2152 2.0440
H -2.5695 2.1230 0.3241
H -2.7786 0.6304 0.4591
O -2.2365 1.2715 -0.0135
H -1.7978 -2.1933 -2.1478
H -1.0394 -3.4892 -2.1402
O -1.6657 -2.9969 -1.6550

=====

Quick one: least stable of them? *x*